Entry 1:
13
Properties=species:S:1:pos:R:3:forces:R:3:mulliken_charge:R:1 method="wB97M-V/def2-TZVPD" de_lowest_kj_mol=270.3 energy_ha=-795.89389 homo_ha=-0.362 gap_ev=10.13 charge=0
C -2.489413 1.509856 -0.032129 2.1 -0.3 2.1 -0.54
O -1.228053 0.797906 -0.543499 -0.8 -1.5 1.5 -0.35
C -1.118247 -0.507015 -0.069402 0.0 1.8 0.4 0.64
O -1.938832 -1.188584 0.484819 -0.7 0.7 -0.5 -0.49
S 0.467866 -1.251343 0.079653 -0.8 -1.0 0.9 -0.03
N 1.529373 -0.282912 -0.639071 4.5 -0.5 -5.9 -0.23
C 2.350350 0.724393 -0.196157 -2.2 1.5 4.7 0.19
O 2.219608 1.188951 0.970915 1.2 -1.1 -4.1 -0.54
H -2.681142 1.046087 1.140354 0.5 1.8 -3.4 0.26
H -2.168906 2.719869 -0.111419 -1.4 -3.7 0.2 0.22
H -3.248049 1.073511 -0.690138 -0.3 1.0 0.3 0.28
H 2.078804 -0.682956 -1.609251 -2.6 1.1 3.2 0.30
H 2.949900 1.095763 -1.042258 0.4 0.2 0.6 0.30

Entry 2:
13
Properties=species:S:1:pos:R:3:forces:R:3:mulliken_charge:R:1 method="wB97M-V/def2-TZVPD" de_lowest_kj_mol=776.6 energy_ha=-472.77363 homo_ha=-0.331 gap_ev=8.87 charge=0
C -0.268093 0.471229 0.560022 -3.6 0.5 -2.4 0.78
C 1.606232 0.461822 -1.158740 -1.0 1.7 -1.7 -0.15
C 0.907762 -1.452281 -0.265779 -3.3 -1.1 -0.9 -0.22
H -1.788178 -0.817775 1.874894 -3.4 3.9 -1.6 0.36
H 1.732800 0.988223 -2.225034 -0.6 -0.6 2.8 0.21
H 2.494462 0.590253 -0.542238 0.1 -0.3 0.0 0.33
H 0.358975 -2.344798 -0.503938 0.9 -1.0 -0.4 0.23
H 1.652875 -1.658364 0.514126 0.0 1.0 -0.2 0.33
N -1.293738 1.069683 1.049680 -0.4 1.3 0.5 -0.39
O -2.518194 0.382572 1.443850 6.5 -4.4 1.3 -0.37
O 0.486138 1.166878 -0.342712 2.3 -0.2 -0.9 -0.36
O 1.316723 -0.872402 -1.505024 -0.4 0.8 3.1 -0.31
O -0.393438 -0.818290 0.244060 3.1 -1.7 0.3 -0.43

Entry 3:
14
Properties=species:S:1:pos:R:3:forces:R:3:mulliken_charge:R:1 method="wB97M-V/def2-TZVPD" de_lowest_kj_mol=292.0 energy_ha=-871.03941 homo_ha="-0.360 / -0.335" gap_ev="8.53 / 8.00" charge=0
C -0.739703 1.435448 -0.225027 -0.3 0.9 0.0 0.40
C -1.751846 0.675154 0.641270 -0.8 0.2 0.3 -0.29
C -0.050492 0.132951 -0.413873 1.5 -1.9 -2.5 -0.09
N -1.062493 -0.547998 0.218810 -0.1 -0.1 0.0 -0.30
O 1.524510 -0.170550 1.562281 0.0 -0.3 0.0 -0.57
O -0.595617 2.554325 -0.594769 0.0 -0.2 0.1 -0.49
O 1.562185 -1.883764 -0.179287 -0.2 0.5 0.8 -0.46
O 2.651956 0.284186 -0.599984 -0.3 0.0 -0.1 -0.56
S 1.591478 -0.308901 0.142796 0.3 0.0 -0.3 1.11
H -1.635370 0.904901 1.702175 0.1 0.1 0.0 0.25
H -2.801385 0.723843 0.347995 0.0 0.1 0.0 0.25
H 0.170612 -0.392877 -2.393749 -0.2 0.7 2.2 0.13
H 2.018267 -2.053742 -1.006580 0.2 0.0 -0.4 0.36
H -0.882100 -1.352976 0.797945 -0.1 0.0 0.1 0.28

Entry 4:
11
Properties=species:S:1:pos:R:3:forces:R:3:mulliken_charge:R:1 method="wB97M-V/def2-TZVPD" de_lowest_kj_mol=125.0 energy_ha=-645.46406 homo_ha=-0.350 gap_ev=10.27 charge=0
O -0.454266 2.228363 -0.118951 0.0 -1.0 -0.2 -0.60
C -0.358042 1.024998 -0.157722 0.1 1.7 0.1 0.40
C -1.319263 -0.173171 -0.110333 -0.7 0.5 0.0 -0.31
C -0.038671 -1.013703 -0.083434 0.1 -0.7 0.3 -0.50
N 0.752175 0.199742 -0.131414 0.2 0.6 -0.4 -0.01
S 2.435523 0.439640 -0.194618 -0.6 0.1 -0.1 -0.14
H -1.970125 -0.292827 -1.012616 0.6 0.2 0.9 0.24
H -1.921699 -0.136724 0.834464 0.5 -0.3 -0.9 0.22
H 0.107813 -1.652463 -0.944312 0.0 -0.3 0.0 0.29
H 0.143746 -1.505540 0.857615 -0.1 -0.7 0.2 0.26
H 2.622807 0.881687 1.061324 0.0 -0.1 0.1 0.13

Entry 5:
11
Properties=species:S:1:pos:R:3:forces:R:3:mulliken_charge:R:1 method="wB97M-V/def2-TZVPD" de_lowest_kj_mol=252.1 energy_ha=-645.41567 homo_ha=-0.335 gap_ev=9.68 charge=0
C -0.618509 1.804057 -0.601908 -2.2 1.7 -1.1 -0.76
C -0.212712 0.645025 0.211216 -0.6 -2.2 -0.1 0.26
N 0.978375 0.463906 0.588740 0.8 -0.1 0.4 -0.48
S 1.519331 -1.016486 1.299615 -0.9 0.2 -0.8 0.01
C 0.746847 -2.345562 0.352416 0.1 -0.2 2.1 0.14
O 0.060811 -2.259400 -0.619250 0.3 -0.2 0.0 -0.41
H -0.094374 2.864573 -0.538941 -0.6 -2.7 0.1 0.27
H -1.782307 1.984951 -0.238389 2.8 -0.3 -1.7 0.24
H -0.493414 1.337993 -1.712603 -0.9 1.5 2.3 0.20
H -1.032381 -0.191656 0.241505 1.4 1.5 0.2 0.29
H 0.928333 -3.287401 1.017600 -0.1 0.8 -1.4 0.24

Entry 6:
11
Properties=species:S:1:pos:R:3:forces:R:3:mulliken_charge:R:1 method="wB97M-V/def2-TZVPD" de_lowest_kj_mol=237.0 energy_ha=-645.42141 homo_ha=-0.327 gap_ev=9.65 charge=0
C -0.969949 0.501910 -1.630979 -1.5 -1.0 0.9 -0.89
C -0.098777 -0.008810 -0.510230 0.0 -0.4 1.2 0.47
N -0.271826 -1.203249 -0.051861 1.2 1.3 0.4 -0.31
O 0.622824 -1.471250 1.056395 -0.2 0.7 -0.8 -0.24
C 1.052904 -0.237228 1.683923 -1.6 -1.0 0.4 -0.30
S 1.088035 1.017487 0.421235 -0.5 -0.3 -1.0 -0.15
H -1.654946 1.316514 -1.291441 0.6 -0.6 0.0 0.25
H -0.440263 0.888731 -2.476544 0.5 0.0 -0.5 0.30
H -1.611216 -0.396910 -1.891804 0.7 1.2 -0.1 0.28
H 1.963470 -0.406220 2.222699 0.8 -0.2 -0.3 0.33
H 0.319744 -0.000975 2.468608 -0.1 0.2 -0.3 0.24

Entry 7:
11
Properties=species:S:1:pos:R:3:forces:R:3:mulliken_charge:R:1 method="wB97M-V/def2-TZVPD" de_lowest_kj_mol=497.4 energy_ha=-645.32221 homo_ha="-0.304 / -0.309" gap_ev="7.16 / 7.42" charge=0
C 0.935778 -0.384948 -0.343011 0.0 0.2 -0.7 0.56
C 1.319942 0.848238 0.472990 0.0 -2.6 2.1 -0.28
C 0.580803 0.908896 -0.824502 -0.9 0.1 -1.2 -0.58
N -2.193116 -0.897018 0.239907 0.2 1.3 -0.4 -0.45
O 0.890290 -1.592751 -0.410795 0.0 1.0 0.1 -0.55
S -1.952758 0.681969 -0.236521 1.1 -0.1 -0.5 0.00
H 0.842467 0.614060 1.490546 0.5 1.3 -1.4 0.20
H 2.386645 1.022382 0.492054 0.1 0.5 0.2 0.28
H 1.005504 1.470231 -1.747959 -1.3 -1.0 1.7 0.26
H -2.077630 -1.105832 1.203536 0.2 0.0 0.8 0.27
H -1.737924 -1.565231 -0.336250 0.1 -0.8 -0.7 0.29

Entry 8:
11
Properties=species:S:1:pos:R:3:forces:R:3:mulliken_charge:R:1 method="wB97M-V/def2-TZVPD" de_lowest_kj_mol=516.9 energy_ha=-645.31479 homo_ha=-0.305 gap_ev=8.58 charge=0
C 0.999156 0.451895 -0.579826 -1.0 -0.6 1.5 -0.12
C 0.548218 -1.542916 -2.019886 -1.0 -0.1 -0.8 -0.27
C 0.499013 0.369977 0.905307 -1.8 -3.6 -3.6 -0.65
N 0.682651 -0.494536 -1.416247 0.7 1.3 1.0 -0.06
O -1.823577 -0.604824 1.876682 0.2 0.0 -0.8 -0.60
S -1.392102 0.279375 0.740183 -1.0 0.6 2.0 0.30
H 1.430783 1.425916 -0.785176 0.2 -0.5 -1.0 0.34
H -0.387643 -1.756747 -2.643726 1.2 0.5 1.0 0.23
H 0.497070 -0.768036 1.201951 0.7 2.3 0.2 0.25
H 0.914237 1.113632 1.505324 0.6 0.8 1.3 0.43
H -1.967806 1.526265 1.215414 1.3 -0.7 -0.8 0.14

Entry 9:
11
Properties=species:S:1:pos:R:3:forces:R:3:mulliken_charge:R:1 method="wB97M-V/def2-TZVPD" de_lowest_kj_mol=153.6 energy_ha=-645.45319 homo_ha=-0.300 gap_ev=9.09 charge=0
C -1.802175 -0.452903 -0.014353 1.4 -0.5 1.1 -0.96
C -0.246827 -0.296740 0.009191 -1.0 -0.5 -0.9 0.60
N 0.544562 -1.297485 -0.013782 -1.5 0.3 0.4 -0.43
S 2.153353 -0.859200 -0.057603 0.1 0.9 -0.1 -0.04
C 1.631916 0.946845 0.047644 2.8 0.3 0.2 -0.27
O 0.287739 0.970893 -0.110694 -2.7 -0.7 0.0 -0.33
H -2.432099 0.312207 -0.478457 0.6 0.5 0.8 0.31
H -1.988176 -1.287598 -0.635431 0.1 -1.1 -0.8 0.33
H -2.109381 -0.861613 0.988897 0.0 1.1 -0.8 0.25
H 1.887813 1.315968 1.066341 0.2 0.1 -0.8 0.27
H 2.073279 1.509626 -0.801752 0.1 -0.1 0.9 0.26

Entry 10:
11
Properties=species:S:1:pos:R:3:forces:R:3:mulliken_charge:R:1 method="wB97M-V/def2-TZVPD" de_lowest_kj_mol=432.3 energy_ha=-645.34702 homo_ha=-0.325 gap_ev=8.27 charge=0
C 0.752624 1.450373 0.049865 -1.4 6.2 0.6 -0.84
C 0.469225 0.081166 -0.167033 -4.7 -2.9 3.7 0.59
C -0.858102 -0.704118 0.176789 -1.0 5.4 -2.8 -0.42
S -2.327635 -0.011666 -0.040907 0.9 -0.3 0.6 -0.21
N 1.333107 -0.802904 -0.033581 3.0 -1.6 -0.7 -0.35
O 2.622024 -0.267823 -0.005928 -1.2 1.2 -0.1 -0.36
H 1.245611 1.774052 1.071674 -0.5 -1.4 -2.1 0.28
H 1.402462 1.606532 -0.818179 0.4 1.2 0.5 0.29
H -0.164329 2.366620 0.032852 2.3 -3.4 -0.5 0.26
H -0.855826 -1.715526 0.258209 0.8 -2.9 0.6 0.39
H 3.123822 -1.046633 0.034725 1.4 -1.6 0.1 0.37

Entry 11:
13
Properties=species:S:1:pos:R:3:forces:R:3:mulliken_charge:R:1 method="wB97M-V/def2-TZVPD" de_lowest_kj_mol=334.2 energy_ha=-1441.74157 homo_ha=-0.324 gap_ev=8.32 charge=0
C -2.980693 0.400040 0.622636 -3.1 1.7 1.5 -0.76
S -1.737109 -0.809310 0.409506 1.7 0.7 -1.2 -0.09
C -0.126081 0.078606 0.148159 1.2 -4.9 0.3 0.53
N 0.866746 -0.791326 0.290476 -1.2 3.8 -0.9 -0.57
S 1.157996 -2.439118 0.472276 1.6 2.0 0.9 -0.08
C 0.195324 1.427914 -0.563394 -0.7 0.5 -0.3 0.43
O -0.747687 2.066912 -0.984235 1.4 -0.6 0.5 -0.46
S 1.988673 1.810747 -0.803154 -1.7 -2.8 2.3 -0.26
H -3.827326 0.750806 -0.255480 2.8 -1.3 2.5 0.25
H -2.479186 1.271325 1.099472 -0.5 -0.1 -1.0 0.27
H -3.487448 0.014108 1.610979 0.1 0.6 -2.2 0.31
H 2.499288 -1.978919 0.760178 -1.7 -1.7 -0.4 0.18
H 2.124675 0.510216 0.122951 -0.1 2.1 -1.9 0.26

Entry 12:
10
Properties=species:S:1:pos:R:3:forces:R:3:mulliken_charge:R:1 method="wB97M-V/def2-TZVPD" de_lowest_kj_mol=484.8 energy_ha=-570.04990 homo_ha=-0.312 gap_ev=8.39 charge=0
C 1.270846 1.285917 -0.715965 -3.3 1.6 0.0 -0.30
C 0.111086 1.633456 -0.638777 0.8 -0.6 -0.2 -0.40
C 0.205508 -1.931967 1.751893 -0.3 0.4 -2.6 -0.56
N -2.044864 -0.889881 0.904951 -2.9 1.6 -1.0 -0.55
S -0.541187 -0.730911 0.752978 2.1 -3.3 3.1 0.36
H 2.282011 1.153297 -0.670557 1.9 -0.4 -0.1 0.43
H -0.968294 1.685721 -0.506424 0.9 0.3 -0.3 0.28
H -0.337558 -2.895121 2.050309 0.6 1.8 -0.2 0.26
H 1.310879 -2.023191 1.507411 -1.5 0.3 0.5 0.24
H -2.613960 -0.070765 0.466556 1.6 -1.8 0.9 0.24